# C3H8N5

An isolated ion of composition C3H8N5 and charge +1 at a distorted geometry (ωB97M-V/def2-TZVPD, the OMol25 dataset).

```
16
C3H8N5 (ωB97M-V/def2-TZVPD)
N -0.798 1.372 -0.794
C -0.391 0.663 0.307
N 0.985 1.071 0.559
C 1.965 0.337 0.087
N 1.796 -0.837 -0.462
C 0.577 -1.378 -0.438
N -0.476 -0.796 0.075
N -1.755 -1.354 0.269
H -0.315 1.383 -1.693
H -1.376 2.245 -0.822
H -1.050 0.913 1.251
H 1.317 1.875 1.184
H 2.961 0.741 0.051
H 0.275 -2.297 -0.741
H -1.854 -2.380 -0.130
H -1.861 -1.557 1.298
```

Computed properties:
HOMO	-0.51393	hartree
lowest unoccupied orbital energy	-4.46	eV
energy above the lowest of the compared OMol25 structures with the same formula, charge and spin	178.9	kJ/mol
SMILES string	N[C@@H]1[NH+]=CN=CN1N
gap between HOMO and LUMO	9.5	eV
net charge	+1
spin multiplicity	1

What are the Löwdin partial charges on each atom? They are as follows, in elementary charge units:
1. N 0.10
2. C -0.36
3. N 0.12
4. C -0.15
5. N 0.12
6. C -0.06
7. N -0.10
8. N 0.10
9. H 0.12
10. H 0.14
11. H 0.20
12. H 0.21
13. H 0.15
14. H 0.12
15. H 0.17
16. H 0.13